Computed, not measured: C5H11NO3 in the gas phase in a non-equilibrium geometry, with ωB97M-V/def2-TZVPD.

The geometry in XYZ format:
```
20
Properties=species:S:1:pos:R:3:nbo_charge:R:1
C 0.819 -0.041 0.014 0.23
C -0.402 0.895 0.328 -0.24
C 2.114 0.742 0.210 -0.62
C 0.798 -1.280 0.913 -0.64
N -1.496 0.783 -0.652 -0.73
C -2.282 -0.509 -0.661 0.89
O 0.791 -0.418 -1.363 -0.74
O -3.429 -0.056 -0.263 -0.67
O -1.886 -1.582 -1.026 -0.61
H 0.133 -1.124 -1.470 0.49
H -2.852 0.993 -0.240 0.51
H -1.113 0.951 -1.583 0.41
H -0.086 1.940 0.318 0.21
H -0.812 0.675 1.315 0.20
H 2.164 1.567 -0.502 0.22
H -0.128 -1.842 0.785 0.23
H 2.176 1.143 1.222 0.21
H 2.970 0.091 0.038 0.22
H 1.633 -1.931 0.656 0.22
H 0.888 -0.995 1.962 0.21
```

HOMO energy ... -10.2 eV
Frontier orbital gap ... 10.786 eV
SMILES ... CC(C)(O)CNC(=O)O
Relative energy (zero: lowest compared OMol25 entry of this formula, charge and spin) ... 1.423 eV



Computed, not measured: a 2-piece molecular cluster, C5H11NO3 overall in a non-equilibrium geometry, with ωB97M-V/def2-TZVPD.

The geometry in XYZ format:
```
20
Properties=species:S:1:pos:R:3:nbo_charge:R:1
C 0.076 -1.996 -0.651 0.32
C 1.205 -0.173 1.038 -0.08
C 2.660 -0.561 0.912 -0.64
O -0.886 -2.157 0.106 -0.62
H -1.734 -0.982 -0.131 0.51
H 1.032 -2.500 -0.474 0.14
H -0.058 -1.643 -1.679 0.14
H 1.098 0.816 1.482 0.20
H 0.626 -0.873 1.651 0.19
H 2.768 -1.573 0.529 0.20
H 3.133 -0.512 1.892 0.22
H 3.175 0.122 0.240 0.23
C -2.283 2.256 -0.760 -0.66
C -1.511 0.998 -0.495 0.56
N -0.223 1.155 -0.457 -0.28
O 0.613 0.036 -0.364 -0.43
O -2.244 -0.075 -0.377 -0.70
H -2.937 2.096 -1.613 0.23
H -2.906 2.482 0.103 0.23
H -1.604 3.081 -0.952 0.24
```

HOMO energy ... -9.2 eV
Frontier orbital gap ... 9.963 eV
SMILES ... CCO/N=C(/C)O.C=O
Relative energy (zero: lowest compared OMol25 entry of this formula, charge and spin) ... 3.975 eV



Computed, not measured: C5H11NO4S as an isolated structure in a non-equilibrium geometry, with ωB97M-V/def2-TZVPD.

The geometry in XYZ format:
```
22
Properties=species:S:1:pos:R:3:nbo_charge:R:1
C -1.116 1.426 -0.760 0.83
C -3.076 0.907 1.171 -0.70
C 3.368 0.986 -1.138 -0.86
C -0.176 -1.272 0.430 -0.20
C -2.151 0.198 0.270 0.03
N -1.119 -0.448 0.868 -0.60
O -0.118 0.898 -1.130 -0.62
O -1.619 2.505 -0.665 -0.55
O 3.170 -0.829 0.593 -0.95
O 1.818 1.176 1.110 -0.95
S 2.224 0.023 -0.075 1.55
H -3.497 1.669 0.471 0.26
H -3.985 0.251 1.523 0.25
H -2.705 1.514 2.131 0.24
H 4.284 1.038 -0.591 0.24
H 3.481 0.546 -2.148 0.24
H 3.030 2.068 -1.245 0.22
H -0.026 -1.539 -0.568 0.20
H 0.643 -1.567 1.127 0.21
H -2.756 -0.268 -0.675 0.24
H 1.304 2.050 0.843 0.51
H -1.083 0.011 1.854 0.41
```

Spin multiplicity ... 3
HOMO energy (alpha / beta) ... -6.2 / -9.0 eV
Frontier orbital gap (alpha / beta) ... 6.734 / 6.613 eV
⟨S²⟩ ... 2.007
Relative energy (zero: lowest compared OMol25 entry of this formula, charge and spin) ... 0.000 eV